Entry 1:
DFT (the ωB97M-V functional and the def2-TZVPD basis) results for the molecule C7H2ClF3O at a distorted geometry.

Results
- LUMO energy: -0.5895 eV
- SMILES: O=C(Cl)c1cc(F)c(F)cc1F

Geometry as XYZ:
```
14
Properties=species:S:1:pos:R:3:forces:R:3
O 0.34242 -3.11499 -0.66241 0.40 1.26 0.73
C 1.02224 -2.12862 -0.46680 -2.66 -1.56 -0.95
Cl 2.69485 -2.33314 -0.86502 0.60 0.65 0.28
C 0.35797 -0.80705 -0.11069 2.25 0.62 0.09
C -1.03131 -0.70988 0.05418 -0.58 1.50 -0.05
C -1.67402 0.52975 0.28356 1.27 -0.18 -0.30
F -3.02874 0.64153 0.29661 1.24 -0.20 0.14
C -0.86334 1.69009 0.40991 -0.09 -0.80 -0.27
F -1.46402 2.88064 0.58121 0.42 -0.58 0.02
C 0.53450 1.60783 0.29835 -0.26 -0.15 -0.19
C 1.14866 0.36798 0.00634 -1.72 0.99 0.58
F 2.47764 0.41367 -0.12622 -0.36 -0.36 0.00
H -1.66316 -1.56244 -0.08560 -0.05 -0.49 -0.01
H 1.14630 2.52463 0.38656 -0.46 -0.70 -0.06
```
Forces are in eV/Å.

Entry 2:
DFT (the ωB97M-V functional and the def2-TZVPD basis) results for the molecule C3H6N2O2S at a distorted geometry.

Results
- LUMO energy: 0.7632 eV
- SMILES: [H]/N=C1/NSCOCO1

Geometry as XYZ:
```
14
Properties=species:S:1:pos:R:3:forces:R:3
H 3.17854 0.55229 -0.55439 0.46 0.54 0.37
N 2.75770 -0.17126 0.01132 -0.68 0.07 -0.80
C 1.50508 0.02151 0.01969 -0.16 -0.09 0.39
N 0.65601 -0.91842 0.56750 -1.05 0.00 0.30
S -0.74104 -1.35500 -0.33356 0.22 -0.43 0.41
C -1.93950 -0.15344 0.24968 -0.41 0.30 0.83
O -1.60666 1.14876 -0.17929 1.03 -0.27 0.52
C -0.33715 1.60643 0.26720 -0.06 -0.83 -0.75
O 0.83373 1.11205 -0.43617 -0.08 0.51 -1.09
H 1.13594 -1.63839 1.07901 -0.08 -0.32 -0.09
H -2.91208 -0.39088 -0.20244 0.38 -0.13 -0.12
H -2.11636 -0.15477 1.36002 0.56 -0.21 -0.81
H -0.05428 1.36409 1.28167 -0.93 0.22 0.70
H -0.45828 2.64193 0.02560 0.80 0.63 0.14
```
Forces are in eV/Å.

Entry 3:
DFT (the ωB97M-V functional and the def2-TZVPD basis) results for C24H48Cl2MnP2Te as an isolated structure at a distorted geometry.

Results
- Charge: -1
- ⟨S²⟩: 6.116
- Spin multiplicity: 5
- LUMO energy (alpha / beta): 2.6707 / 2.6631 eV

Geometry as XYZ:
```
78
Properties=species:S:1:pos:R:3:forces:R:3
Mn 0.19870 -1.49663 0.39891 0.07 1.02 0.12
Cl -0.23993 -0.18165 -2.42147 -0.03 0.72 -1.24
P -0.94396 -3.11254 -0.78445 0.35 0.22 0.78
C 0.07160 -4.05604 -2.02912 -0.37 -0.22 -0.10
C -1.23095 -4.17747 0.73544 -0.30 -0.74 -0.78
C -2.53901 -2.85610 -1.65918 0.15 -0.27 -0.22
C 1.41461 -3.39122 -2.34443 0.07 0.07 0.11
H -0.53808 -4.00603 -2.94575 0.15 -0.11 0.16
C 0.25256 -5.51932 -1.63149 0.07 -0.25 -0.23
H 0.82928 -5.60767 -0.70263 -0.09 -0.02 -0.21
H 0.80499 -6.04350 -2.42184 -0.01 0.03 0.15
H -0.70066 -6.04636 -1.49706 0.17 0.13 -0.02
H 1.27221 -2.38865 -2.76354 0.03 -0.19 0.17
H 1.94102 -3.99939 -3.09156 -0.02 0.06 0.10
H 2.05323 -3.30066 -1.45154 -0.21 -0.07 -0.25
H -2.18893 -2.36012 -2.58169 -0.09 -0.13 0.24
C -3.51315 -1.89108 -0.96499 -0.08 0.13 -0.07
C -3.16632 -4.20417 -2.03083 -0.29 0.06 -0.19
H -2.53291 -4.77550 -2.71998 -0.10 0.08 0.15
H -4.12601 -4.03499 -2.53492 0.07 -0.10 0.06
H -3.35365 -4.82934 -1.14760 0.00 0.17 -0.14
H -2.99856 -1.15511 -0.33142 -0.10 -0.24 -0.16
H -4.25350 -2.42792 -0.35419 0.24 0.13 -0.13
H -4.05408 -1.32681 -1.73849 0.01 -0.17 0.20
C 0.03298 -4.09587 1.61323 0.06 0.03 0.04
H -1.36082 -5.20736 0.36161 -0.01 0.09 0.50
C -2.48409 -3.77862 1.52829 0.04 0.18 0.04
H 0.83010 -4.76623 1.25226 -0.20 0.45 0.08
H -0.22420 -4.41273 2.63576 0.16 0.14 -0.21
H 0.45466 -3.05312 1.68004 -0.19 -0.97 0.26
H -2.50250 -2.70017 1.74462 0.02 -0.25 -0.07
H -2.47297 -4.31129 2.48789 -0.02 0.07 -0.12
H -3.41434 -4.04992 1.01640 0.21 0.09 0.01
Cl -1.35657 -0.16088 1.41489 -0.21 0.21 0.49
H -0.31146 -0.91894 -1.21708 -0.08 -0.30 0.39
P -0.02932 3.37818 -0.79236 -0.49 -2.39 0.61
C -1.06375 4.03952 -2.18041 0.34 0.24 0.18
C -0.52588 4.32874 0.72284 0.38 0.73 -0.49
C 1.73168 3.67286 -1.24977 -0.13 0.62 -0.21
C -2.31273 3.15170 -2.34629 0.12 0.06 -0.15
H -0.42032 3.87954 -3.06390 -0.20 0.05 0.17
C -1.39837 5.52833 -2.08713 -0.20 0.15 -0.47
H -2.02451 5.76433 -1.21589 0.20 -0.07 -0.21
H -1.96194 5.81405 -2.98672 -0.02 0.12 0.16
H -0.49797 6.15693 -2.06018 -0.24 -0.18 0.12
H -2.01980 2.09976 -2.47141 -0.09 0.31 0.10
H -2.86214 3.47332 -3.24154 -0.04 -0.06 0.11
H -2.99159 3.21764 -1.48403 0.23 0.01 -0.21
H 1.80082 3.14578 -2.21935 -0.05 0.16 0.25
C 2.70928 2.97263 -0.28981 -0.11 -0.09 0.03
C 2.07453 5.14434 -1.48513 0.52 0.04 -0.11
H 1.57872 5.53835 -2.38007 -0.01 -0.03 0.22
H 3.15547 5.22540 -1.65709 -0.05 0.19 0.00
H 1.82711 5.78385 -0.62598 0.01 -0.16 -0.15
H 2.47445 3.17361 0.76421 0.17 -0.10 -0.35
H 3.72822 3.33574 -0.48393 -0.13 -0.09 0.03
H 2.70123 1.87916 -0.43115 -0.10 0.51 0.12
C -2.00309 4.04905 1.04022 -0.01 -0.11 0.04
H -0.37028 5.39389 0.47038 -0.25 -0.08 0.53
C 0.31601 3.94836 1.94854 -0.07 -0.01 0.04
H -2.70368 4.51186 0.34011 0.14 -0.06 0.02
H -2.22663 4.44161 2.03975 -0.04 -0.01 -0.12
H -2.20161 2.96686 1.05726 0.13 0.21 -0.02
H 0.38267 2.85629 2.06420 -0.02 0.23 -0.09
H -0.17898 4.34669 2.84384 0.13 -0.05 -0.07
H 1.32701 4.36309 1.91866 -0.13 -0.06 -0.04
Te 2.75370 -0.91682 0.35741 0.32 -0.13 -0.11
C 3.15986 -0.69361 2.41588 0.26 -0.05 0.27
C 2.24849 -0.15303 3.34824 0.73 -0.28 0.03
C 2.64314 -0.02564 4.69043 0.13 -0.16 -0.34
C 3.92054 -0.43243 5.09811 0.01 -0.08 -0.27
C 4.82016 -0.97839 4.16659 -0.35 0.14 -0.10
C 4.44548 -1.11204 2.82672 -0.67 0.43 0.60
H 1.25315 0.14724 3.01033 0.28 -0.05 0.16
H 1.94504 0.38851 5.42083 0.19 -0.10 -0.19
H 4.21836 -0.33117 6.14333 -0.09 -0.02 -0.27
H 5.81292 -1.30047 4.48267 -0.21 0.08 0.00
H 5.11529 -1.53021 2.07751 -0.05 0.06 0.26
```
Forces are in eV/Å.

Calculated values (eV) of DFT total energy for the records, taken in order: -30013.07025, -21117.42149, -107905.18840.